a.
C8H12N2O2 | ωB97M-V/def2-TZVPD

CARTESIAN COORDINATES (ANGSTROEM)
C: 3.1474 0.7438 0.2793
C: 3.2973 -0.5241 -0.5423
C: 2.6008 -1.7170 0.1059
C: 1.1591 -1.4414 0.2955
C: -2.0720 0.4909 0.2252
C: -4.6074 -0.4202 -0.2753
C: -4.4606 0.9860 -0.0496
C: -3.2118 1.4148 0.1931
H: 4.6535 1.4817 -0.6771
H: 2.0956 1.0315 0.3691
H: 3.5396 0.5865 1.3036
H: 2.8607 -0.3726 -1.5363
H: 4.3690 -0.7683 -0.6978
H: 3.0276 -1.9225 1.0887
H: 2.6954 -2.6195 -0.5082
H: -1.7618 0.2601 1.2664
H: -1.2212 0.9522 -0.2853
H: -5.6035 -0.8321 -0.3518
H: -5.3290 1.6335 -0.0409
H: -3.0179 2.4448 0.4292
N: 0.0489 -1.1567 0.4480
N: -3.6558 -1.2917 -0.2774
O: 3.8233 1.8367 -0.3430
O: -2.3773 -0.7966 -0.4190

**SMILES**: C1=CCON=C1.N#CCCCO
**Spin multiplicity**: 1

***

b.
C8H12N2O2 | ωB97M-V/def2-TZVPD

CARTESIAN COORDINATES (ANGSTROEM)
C: 0.6347 1.8561 -0.7082
C: 1.4730 0.8219 -0.2888
C: -0.4705 1.9389 0.0703
C: -1.7486 -0.8348 -0.4720
C: 2.8471 0.6904 -0.7974
C: -3.2037 -0.8373 -0.6568
C: 1.6585 -1.1779 0.9560
C: -1.3614 -0.4648 1.0162
N: -0.2308 0.5045 1.1083
N: 0.9733 0.0048 0.6441
O: -1.4473 2.5582 0.2936
O: -0.9130 -1.1261 -1.2931
H: 0.8426 2.5097 -1.6334
H: 3.4102 -0.2674 -1.0308
H: 2.8594 1.3390 -1.6887
H: 3.3209 1.2443 0.0099
H: -3.5036 -1.2532 -1.6799
H: -3.6069 -1.6504 0.1166
H: -3.6994 0.0481 -0.4593
H: 1.1848 -1.5615 1.9744
H: 1.7007 -2.0765 0.2502
H: 2.6167 -0.9380 1.2638
H: -1.0175 -1.2725 1.5731
H: -2.3194 -0.0555 1.4318

**SMILES**: CC(=O)Cn1c(=O)cc(C)n1C
**Spin multiplicity**: 1

***

Quick one: least stable of them? a

***

a.
C21H28N4O2S | ωB97M-V/def2-TZVPD

CARTESIAN COORDINATES (ANGSTROEM)
C: 4.9492 0.1825 1.6704
H: 5.7458 -0.5681 1.6543
H: 5.1314 0.9154 0.8851
H: 4.9477 0.6900 2.6415
O: 3.6980 -0.3821 1.3740
C: 3.2402 -1.4199 2.1545
C: 3.9045 -1.8630 3.2837
C: 3.4362 -2.9478 4.0117
C: 2.2903 -3.5936 3.6015
C: 1.6034 -3.1445 2.4866
C: 2.0411 -2.0515 1.7392
N: 1.4062 -1.6392 0.5745
C: 0.4130 -2.4811 -0.0576
C: -1.0049 -2.1702 0.4546
N: -1.3750 -0.7786 0.2670
C: -1.7586 -0.3267 -1.0683
C: -2.4327 -1.3971 -1.9309
C: -2.9070 -0.7914 -3.2524
H: -3.4274 -1.5479 -3.8414
H: -2.0443 -0.4473 -3.8269
C: -3.8364 0.3946 -3.0049
N: -3.1545 1.3618 -2.1717
C: -2.7816 2.5427 -2.7072
O: -3.1680 2.9074 -3.8088
C: -1.8926 3.4404 -1.9208
C: -1.9270 4.7946 -2.0907
S: -0.7161 5.5610 -1.1538
C: -0.2112 3.9699 -0.5984
N: -0.9129 3.0092 -1.0757
C: 0.9153 3.8113 0.3501
H: 1.6819 4.5575 0.1560
H: 0.5642 3.9419 1.3744
H: 1.3376 2.8142 0.2537
H: -2.5950 5.3546 -2.7119
C: -2.7708 0.8268 -0.8929
H: -2.3502 1.6125 -0.2726
H: -3.6632 0.4305 -0.3957
H: -4.1053 0.8863 -3.9410
H: -4.7471 0.0643 -2.4939
H: -1.7408 -2.2120 -2.1485
H: -3.2901 -1.8048 -1.3903
H: -0.8963 0.0734 -1.6267
C: -0.3554 0.0596 0.8817
C: 1.0683 -0.2428 0.3811
H: 1.7814 0.3841 0.9085
H: 1.1396 -0.0225 -0.6900
H: -0.5852 1.1071 0.6927
H: -0.3970 -0.1202 1.9615
H: -1.7368 -2.8233 -0.0176
H: -1.0423 -2.3511 1.5340
H: 0.6654 -3.5311 0.0907
H: 0.4585 -2.2721 -1.1336
H: 0.7015 -3.6622 2.2018
H: 1.9147 -4.4441 4.1505
H: 3.9772 -3.2790 4.8846
H: 4.8131 -1.3783 3.6043

**SMILES**: COc1ccccc1N1CCN([C@H]2CCCN(C(=O)c3csc(C)n3)C2)CC1
**Spin multiplicity**: 1

***

b.
C21H28N4O2S | ωB97M-V/def2-TZVPD

CARTESIAN COORDINATES (ANGSTROEM)
C: 2.1018 6.1947 -2.8833
O: 1.7384 4.9733 -2.2921
C: 2.3780 4.5946 -1.1424
C: 1.9552 3.3791 -0.6120
C: 2.5104 2.8589 0.5559
C: 3.5203 3.6087 1.1791
C: 3.9252 4.8148 0.6557
C: 3.3662 5.3298 -0.5044
H: 3.7085 6.2770 -0.8877
H: 4.7052 5.3724 1.1540
H: 4.0093 3.2328 2.0635
N: 2.1635 1.6162 1.0596
C: 2.0075 1.4257 2.4897
C: 0.5550 1.7167 2.9107
N: -0.4415 0.9673 2.1694
C: -0.8294 -0.3265 2.6857
C: 0.1958 -1.4426 2.5343
O: 1.1701 -1.5340 3.2522
N: 0.0507 -2.3754 1.5339
C: -0.8898 -2.6912 0.5876
N: -0.6838 -3.6882 -0.2025
C: -1.7165 -3.8873 -1.0645
C: -2.7541 -3.0189 -0.9457
S: -2.4300 -1.8780 0.3302
C: -3.9989 -3.0335 -1.7568
H: -4.8128 -3.4684 -1.1662
C: -3.7732 -3.8650 -3.0285
C: -2.9715 -3.0707 -4.0571
H: -2.7300 -3.6943 -4.9147
H: -3.5487 -2.2178 -4.4076
H: -2.0462 -2.6990 -3.6252
C: -3.0888 -5.1885 -2.6639
C: -1.6912 -4.9794 -2.0802
H: -0.9802 -4.7165 -2.8678
H: -1.3279 -5.8962 -1.6125
H: -3.7084 -5.7072 -1.9287
H: -3.0213 -5.8228 -3.5493
H: -4.7519 -4.0974 -3.4626
H: -4.2952 -2.0145 -2.0170
H: 0.8178 -3.0451 1.5146
H: -1.0008 -0.2071 3.7600
H: -1.7758 -0.6004 2.2158
C: -0.2142 1.0638 0.7404
C: 1.2407 0.7583 0.3481
H: 1.4877 -0.2737 0.6228
H: 1.3864 0.8604 -0.7268
H: -0.4450 2.0957 0.4529
H: -0.9050 0.3988 0.2204
H: 0.3505 2.7791 2.7264
H: 0.4314 1.5169 3.9754
H: 2.2689 0.3931 2.7341
H: 2.6715 2.0876 3.0405
H: 1.1730 2.8718 -1.1518
H: 1.9120 7.0399 -2.2130
H: 3.1552 6.2004 -3.1830
H: 1.4762 6.2925 -3.7696

**SMILES**: COc1cccc(N2CCN(CC(=O)Nc3nc4c(s3)C[C@@H](C)CC4)CC2)c1
**Spin multiplicity**: 1

***

Quick one: least stable of them? a

***

a.
C20H40O40S10 | ωB97M-V/def2-TZVPD

CARTESIAN COORDINATES (ANGSTROEM)
C: -1.3895 -9.4259 -25.3250
C: -2.3678 -8.7821 -26.2627
O: -3.5666 -9.4228 -25.8783
S: -3.6884 -9.4886 -24.2814
O: -4.3096 -10.7121 -23.8894
O: -4.1558 -8.2614 -23.6941
O: -2.0675 -9.4786 -24.0731
H: -0.4997 -8.7991 -25.2252
H: -1.0181 -10.4240 -25.5618
H: -2.1479 -9.0037 -27.3047
H: -2.4023 -7.6999 -26.1177
C: -5.2335 -5.0783 -20.2723
C: -5.4831 -5.8372 -21.5542
O: -5.7589 -4.8603 -22.5356
S: -6.7184 -3.7125 -21.8588
O: -8.0305 -4.2539 -21.6243
O: -6.5411 -2.4127 -22.4208
O: -5.8153 -3.7797 -20.4765
H: -4.2044 -4.8408 -20.0053
H: -5.7049 -5.5788 -19.4256
H: -6.4085 -6.4065 -21.4095
H: -4.6944 -6.4784 -21.9404
C: -3.6646 -4.4708 -25.6584
C: -4.2799 -3.2486 -25.0630
O: -4.8611 -2.5981 -26.1724
S: -5.4001 -3.6968 -27.2698
O: -4.7793 -3.3512 -28.5187
O: -6.8139 -3.9115 -27.1613
O: -4.6092 -4.9808 -26.5940
H: -3.2348 -5.1545 -24.9258
H: -2.7881 -4.2014 -26.2608
H: -3.5742 -2.5510 -24.6106
H: -5.0189 -3.4506 -24.2864
C: -6.1538 -2.4274 -16.5510
C: -6.6112 -2.3289 -17.9869
O: -5.8972 -1.2001 -18.5123
S: -5.3398 -0.2634 -17.3134
O: -5.8973 1.0514 -17.4105
O: -3.9012 -0.4295 -17.1960
O: -6.0348 -1.0694 -16.1071
H: -5.1621 -2.8882 -16.5684
H: -6.7763 -3.0448 -15.9103
H: -7.6666 -2.1189 -18.1633
H: -6.2858 -3.2128 -18.5316
C: -1.6907 -7.1120 -17.5626
C: -1.9178 -8.5119 -18.2141
O: -1.1889 -8.3548 -19.4562
S: -1.3697 -6.8478 -20.0320
O: -2.7012 -6.6351 -20.5153
O: -0.2713 -6.4792 -20.8775
O: -1.1279 -6.2296 -18.5352
H: -0.9665 -7.2033 -16.7557
H: -2.5862 -6.5658 -17.2766
H: -2.9594 -8.7600 -18.4004
H: -1.3888 -9.3253 -17.7292
C: -5.5479 0.4153 -21.8119
C: -6.8989 0.9373 -21.3618
O: -6.7693 2.3262 -21.0667
S: -5.1989 2.7771 -21.0423
O: -4.9619 3.5103 -19.8273
O: -4.8775 3.3521 -22.3173
O: -4.7288 1.2280 -20.9724
H: -5.4868 0.5968 -22.8906
H: -5.1837 -0.5953 -21.6585
H: -7.3582 0.4888 -20.4797
H: -7.6441 0.8115 -22.1511
C: -7.6979 -7.2184 -23.9038
C: -8.4703 -6.4931 -25.0049
O: -9.8413 -6.6241 -24.7053
S: -10.0422 -6.5715 -23.0606
O: -10.9175 -7.6365 -22.6656
O: -10.3260 -5.2187 -22.6550
O: -8.5094 -7.0264 -22.7466
H: -6.6946 -6.8381 -23.7656
H: -7.7508 -8.2858 -24.1360
H: -8.2248 -6.8412 -26.0023
H: -8.1269 -5.4592 -24.8765
C: -7.5323 -7.6023 -15.4239
C: -6.3640 -6.9927 -14.6329
O: -5.2374 -6.9369 -15.4948
S: -5.7876 -6.6387 -17.0270
O: -4.8489 -7.0197 -18.0281
O: -6.2869 -5.2703 -17.0826
O: -7.0676 -7.5934 -16.7714
H: -8.4853 -7.1166 -15.2359
H: -7.7034 -8.6334 -15.1135
H: -6.2100 -7.5842 -13.7308
H: -6.5040 -5.9773 -14.2584
C: -9.8098 -6.4059 -18.4341
C: -9.5921 -5.0108 -19.0157
O: -9.0374 -4.3206 -17.9110
S: -9.7702 -4.6848 -16.5395
O: -11.0795 -4.1334 -16.4193
O: -8.9325 -4.6101 -15.3736
O: -9.8719 -6.2314 -17.0255
H: -9.1272 -7.1494 -18.8338
H: -10.8408 -6.6484 -18.7053
H: -10.4573 -4.4434 -19.3722
H: -8.8945 -4.9156 -19.8483
C: -10.5917 -2.1849 -21.9560
C: -10.8198 -0.8247 -22.6294
O: -10.1989 0.1342 -21.7989
S: -10.5443 -0.3085 -20.2333
O: -11.8851 -0.0055 -19.8322
O: -9.4554 0.0707 -19.3612
O: -10.3920 -1.9071 -20.5809
H: -9.7992 -2.7997 -22.3775
H: -11.4839 -2.8014 -22.0802
H: -11.8947 -0.6166 -22.6019
H: -10.4592 -0.7477 -23.6512

**Spin multiplicity**: 1

***

b.
C20H40O40S10 | ωB97M-V/def2-TZVPD

CARTESIAN COORDINATES (ANGSTROEM)
C: -5.2420 -6.4389 -1.7904
C: -4.3900 -7.1208 -2.8713
O: -4.4132 -6.2744 -4.0384
S: -5.2668 -4.7937 -3.8127
O: -6.3232 -4.5753 -4.8102
O: -4.3483 -3.7374 -3.5437
O: -5.9271 -5.4519 -2.4249
H: -4.6600 -5.9095 -1.0361
H: -5.9621 -7.1312 -1.3539
H: -4.8965 -8.0407 -3.1636
H: -3.3736 -7.2850 -2.5135
C: 1.9511 -4.4436 -6.9263
C: 1.5642 -3.3809 -7.9328
O: 2.0792 -3.9395 -9.1554
S: 3.5173 -4.6673 -8.8196
O: 4.5546 -3.6849 -8.6699
O: 3.8038 -5.7295 -9.7154
O: 3.0879 -5.1090 -7.2883
H: 1.2245 -5.2339 -6.7378
H: 2.0407 -3.8153 -6.0402
H: 2.0489 -2.4161 -7.7832
H: 0.5005 -3.2251 -8.1128
C: -9.0191 1.4831 5.5097
C: -10.1524 1.6614 4.4372
O: -9.4207 1.3551 3.2971
S: -7.8849 2.0451 3.3161
O: -7.9136 3.4010 2.6310
O: -6.9726 1.0407 2.7639
O: -7.8287 1.9565 4.9644
H: -9.0738 0.4704 5.9092
H: -9.4757 2.1234 6.2645
H: -10.5738 2.6651 4.3804
H: -11.0050 1.0413 4.7141
C: 4.4274 4.0207 8.6467
C: 5.1731 4.9666 7.7984
O: 4.9389 4.4653 6.4854
S: 4.3184 2.9631 6.2840
O: 5.3220 2.2808 5.5418
O: 2.9498 3.0094 5.7707
O: 4.4824 2.7586 7.9272
H: 3.3865 4.3145 8.7820
H: 4.9004 3.8590 9.6153
H: 6.2366 5.1133 7.9871
H: 4.8020 5.9841 7.9212
C: 7.1369 -3.7702 0.3397
C: 7.2600 -2.4396 1.1780
O: 7.0907 -2.6898 2.5574
S: 5.9298 -3.8143 2.7062
O: 4.5863 -3.2202 2.5499
O: 6.1393 -4.7272 3.8733
O: 6.4722 -4.5664 1.3242
H: 8.1550 -4.0744 0.0967
H: 6.6210 -3.6743 -0.6157
H: 6.6128 -1.6123 0.8865
H: 8.2324 -2.0246 1.4429
C: 2.0288 9.9948 -5.8306
C: 1.8068 9.7314 -4.3298
O: 1.3471 8.3714 -4.2820
S: 1.6719 7.4381 -5.5554
O: 0.6693 6.4058 -5.8442
O: 3.1135 7.0241 -5.5281
O: 1.5114 8.8676 -6.5136
H: 3.1070 10.0257 -5.9877
H: 1.5137 10.9363 -6.0215
H: 0.9813 10.3916 -4.0639
H: 2.6901 9.9133 -3.7176
C: -7.0171 -7.7302 4.4090
C: -7.4107 -6.9736 5.6707
O: -6.5038 -5.8769 5.4451
S: -6.6730 -5.2472 3.9061
O: -5.4562 -4.6754 3.4011
O: -7.8806 -4.4263 3.8296
O: -7.0618 -6.7208 3.3362
H: -7.6818 -8.5868 4.2976
H: -6.0001 -8.1051 4.5241
H: -7.0179 -7.4531 6.5673
H: -8.4311 -6.5906 5.6852
C: 0.0298 -0.9595 0.3055
C: -1.3967 -1.0613 0.0154
O: -1.5876 -0.3064 -1.2377
S: -0.1057 -0.0520 -1.9981
O: 0.2210 1.3783 -2.0578
O: -0.1156 -0.7820 -3.2202
O: 0.7628 -0.8756 -0.8393
H: 0.2898 -1.9855 0.5661
H: 0.4036 -0.2392 1.0331
H: -2.0967 -0.6622 0.7495
H: -1.6276 -2.0887 -0.2661
C: 7.9382 0.9177 -3.1761
C: 6.4629 0.4468 -3.5136
O: 6.7486 -0.8093 -4.1271
S: 8.3568 -1.1418 -4.3154
O: 8.8809 -0.5604 -5.5575
O: 8.5984 -2.5447 -4.1538
O: 8.7280 -0.2288 -3.0163
H: 7.9034 1.5917 -2.3202
H: 8.5031 1.4911 -3.9111
H: 5.9573 1.1127 -4.2129
H: 5.7709 0.2801 -2.6881
C: -0.6134 6.1310 2.0480
C: -1.6071 5.0021 1.8795
O: -2.8281 5.7417 1.7709
S: -2.8898 6.8153 3.0542
O: -3.3892 6.1487 4.2565
O: -3.5302 8.1177 2.7282
O: -1.2689 6.9327 3.0587
H: -0.4765 6.8871 1.2749
H: 0.4189 5.8072 2.1803
H: -1.6481 4.2481 2.6655
H: -1.5236 4.5726 0.8812

**Spin multiplicity**: 1

***

Quick one: least stable of them? b